Entry 1:
Here is a structure of composition C34H31MgN5O12P2 from OMol25. Energies are from wB97M-V/def2-TZVPD.

Last column: Mulliken charge in e.
Cartesian coordinates (Å):
Mg (-0.95499, -0.24814, -0.53969)  1.63
O (-3.62452, -0.64817, 6.60263)  -0.81
N (-3.25114, -1.41046, 5.67322)  0.97
O (-3.44107, -2.65365, 5.75006)  -0.78
C (-2.63502, -0.84968, 4.55951)  -0.86
C (-2.49757, 0.54528, 4.54106)  -0.88
C (-1.95275, 1.21939, 3.44823)  1.37
C (-1.78632, 2.62971, 3.39809)  -1.20
C (-1.26500, 3.19856, 2.26966)  -0.53
C (-0.95047, 2.38974, 1.16380)  -0.70
N (-1.14387, 1.08002, 1.16397)  0.38
C (-1.57335, 0.49752, 2.28553)  -0.02
C (-1.62443, -0.94296, 2.31626)  -0.29
N (-1.11147, -1.56305, 1.24155)  0.60
C (-1.02422, -2.87560, 1.24641)  -1.19
C (-1.49469, -3.64928, 2.30117)  -1.76
C (-2.05374, -3.03357, 3.40061)  -0.53
C (-2.12600, -1.62931, 3.44936)  1.11
H (-2.85234, 1.10040, 5.39602)  0.53
H (-2.07764, 3.22206, 4.25654)  0.43
H (-1.10748, 4.26731, 2.19980)  0.47
H (-0.60355, 2.83492, 0.24369)  0.28
H (-0.53310, -3.31125, 0.38835)  1.29
H (-1.40503, -4.72685, 2.26482)  0.54
H (-2.42244, -3.61053, 4.23159)  0.54
O (0.99547, 2.38867, -1.63897)  -0.65
P (1.43208, 0.83179, -1.81209)  0.97
O (2.86399, 0.73964, -2.11759)  -0.92
O (0.86883, 0.06218, -0.64006)  -0.68
O (0.52260, 0.40861, -3.12852)  -0.30
P (-1.04105, 0.80323, -3.16684)  0.17
O (-0.99732, 2.27895, -3.88350)  -0.59
O (-1.76465, -0.11704, -4.06519)  -0.60
O (-1.52597, 1.12613, -1.77039)  -0.94
H (0.02232, 2.36595, -1.65625)  0.36
H (-0.96575, 2.11180, -4.83266)  0.27
C (5.59051, 3.50712, 3.50467)  -0.42
C (5.56354, 2.12174, 3.39693)  -0.64
C (4.42898, 1.48051, 2.93737)  -0.47
C (3.28963, 2.20462, 2.57142)  0.27
C (3.32982, 3.59315, 2.68162)  -0.22
C (4.46896, 4.23555, 3.14154)  -0.63
C (2.07689, 1.51290, 2.10777)  -0.12
C (1.93522, 0.22494, 2.02764)  -0.16
C (2.02635, -1.12797, 2.16691)  1.11
C (2.42837, -1.96910, 1.08421)  -0.39
C (2.47871, -3.33158, 1.24810)  -0.44
C (2.19075, -3.92192, 2.48023)  -0.50
C (1.81850, -3.11573, 3.55629)  -0.63
C (1.72293, -1.75216, 3.41425)  -0.50
H (6.47560, 4.01248, 3.87114)  0.35
H (6.43890, 1.54404, 3.66820)  0.37
H (4.40207, 0.40207, 2.84513)  0.37
H (2.46172, 4.17678, 2.40062)  0.41
H (4.48715, 5.31643, 3.21271)  0.35
H (1.25796, 2.15898, 1.79441)  -0.20
H (2.64675, -1.51494, 0.13101)  0.44
H (2.73896, -3.95028, 0.39822)  0.47
H (2.25811, -4.99526, 2.60786)  0.41
H (1.58017, -3.57235, 4.50945)  0.38
H (1.41165, -1.13004, 4.24418)  0.48
C (-4.57506, -1.50517, -4.48956)  -1.20
C (-4.68632, -2.20601, -3.13540)  -1.10
C (-3.37553, -2.85462, -2.61672)  2.41
C (-3.78717, -4.05126, -1.71755)  -1.28
C (-2.62159, -4.89903, -1.21752)  -1.05
C (-2.54343, -3.40730, -3.76236)  -0.31
O (-3.01682, -4.12738, -4.62974)  -0.73
N (-1.21859, -3.12317, -3.72248)  0.26
C (-0.50558, -2.48878, -2.66723)  -0.58
O (0.70290, -2.60689, -2.65836)  -0.72
N (-1.24739, -1.87852, -1.72084)  1.38
C (-2.58705, -1.86592, -1.73737)  -0.01
O (-3.17959, -1.15270, -0.92348)  -0.80
H (-5.46507, -0.89727, -4.66886)  0.44
H (-4.48930, -2.23936, -5.28920)  0.31
H (-3.69315, -0.86969, -4.51108)  0.21
H (-5.45077, -2.98494, -3.20577)  0.40
H (-5.00066, -1.49319, -2.37160)  0.41
H (-4.45608, -4.68349, -2.30592)  0.50
H (-4.34664, -3.63876, -0.87459)  0.43
H (-2.15578, -5.43485, -2.04606)  0.31
H (-2.97080, -5.62638, -0.48325)  0.51
H (-1.87025, -4.27354, -0.74673)  0.10
H (-0.64002, -3.45228, -4.48020)  0.31

Cartesian forces (eV/Å) of the 3 atoms listed first:
Mg -1.0084 -0.6408 1.6552
O -0.0119 0.0791 0.0372
N 0.0594 0.0923 -0.0653

## Properties
- Total charge: -2
- Lowest unoccupied orbital energy (spin up / spin down): 4.170 / 3.843 eV
- M: 787.9 g mol⁻¹
- HOMO energy (spin up / spin down): -2.6 / -1.2 eV
- Frontier orbital gap (spin up / spin down): 6.789 / 5.009 eV
- Multiplicity: 1


Entry 2:
Here is a structure of composition C45H39Cl2N4O2PTc from OMol25. Energies are from wB97M-V/def2-TZVPD.

Last column: Mulliken charge in e.
Cartesian coordinates (Å):
Tc (0.02928, 0.34566, -0.25903)  -0.60
N (-0.34906, 0.70078, 10.01122)  -0.45
C (-0.32726, 0.57448, 8.87467)  -0.24
C (-0.28376, 0.44234, 7.46515)  0.55
C (0.76321, 1.04328, 6.76522)  -0.94
C (0.80738, 0.95920, 5.38930)  -0.52
C (-0.19018, 0.26924, 4.69313)  0.24
C (-1.22158, -0.34753, 5.40433)  -0.25
C (-1.27008, -0.26963, 6.78237)  -0.94
C (-0.15594, 0.24999, 3.22166)  2.26
C (-1.26302, 0.74743, 2.54162)  -0.96
C (-2.44910, 1.29524, 3.10611)  -0.76
C (-3.21890, 1.74509, 2.05882)  -1.66
C (-2.49913, 1.47190, 0.88792)  -1.14
N (-1.33153, 0.88163, 1.15612)  1.95
C (1.00462, -0.25149, 2.60113)  -0.78
C (2.09210, -0.87315, 3.24349)  -0.82
C (2.96809, -1.29503, 2.24979)  -2.05
C (2.39859, -0.92163, 1.04402)  -1.07
N (1.21753, -0.28825, 1.22379)  1.08
H (1.53086, 1.57240, 7.31040)  0.48
H (1.60084, 1.45136, 4.84443)  0.57
H (-1.97538, -0.91327, 4.87818)  0.56
H (-2.06133, -0.75333, 7.33559)  0.50
H (-2.67876, 1.35424, 4.15060)  0.86
H (-4.17084, 2.23445, 2.11218)  0.58
H (-2.77600, 1.71948, -0.12183)  0.66
H (2.19963, -1.01682, 4.30045)  0.76
H (3.89439, -1.81991, 2.38280)  0.57
H (2.77856, -1.09523, 0.05202)  0.92
Cl (0.09306, -2.43710, -7.04273)  -0.17
C (0.41722, -1.74502, -5.50937)  -0.06
C (1.64946, -2.00779, -4.89142)  -0.28
C (1.90936, -1.49733, -3.64789)  0.66
Cl (3.44040, -1.73698, -2.89671)  -0.15
C (0.93497, -0.77261, -2.90755)  -0.64
O (1.19519, -0.40581, -1.70246)  0.80
C (-0.27216, -0.43266, -3.59495)  0.57
C (-1.23129, 0.44359, -2.98845)  -0.68
O (-1.19421, 0.85619, -1.82069)  -0.16
C (-0.50377, -0.93114, -4.88606)  -1.07
H (2.38149, -2.61648, -5.39605)  0.54
H (-2.04563, 0.79732, -3.63236)  0.42
H (-1.42292, -0.66789, -5.38301)  0.57
C (-1.68421, -2.62605, 1.28750)  -1.14
P (-1.38478, -1.85943, -0.34978)  2.32
C (-3.03059, -1.44194, -0.97002)  0.63
C (-3.28502, -1.41932, -2.34303)  -1.14
C (-4.48080, -0.91440, -2.81787)  -0.96
C (-5.42833, -0.41804, -1.93576)  -0.83
C (-5.19670, -0.46652, -0.56981)  -0.75
C (-3.99939, -0.96446, -0.08935)  -1.00
C (-0.81496, -3.24882, -1.38629)  0.27
C (0.55257, -3.48207, -1.50262)  -0.45
C (1.02077, -4.44541, -2.37802)  -0.50
C (0.13110, -5.16847, -3.15769)  -0.69
C (-1.23199, -4.99279, -2.98671)  -0.79
C (-1.70870, -4.04665, -2.09791)  -0.73
H (-2.51965, -3.32201, 1.23122)  0.48
H (-1.89472, -1.85742, 2.02855)  0.25
H (-0.78758, -3.16835, 1.58703)  0.45
H (-2.55959, -1.82367, -3.03572)  0.96
H (-4.67310, -0.91033, -3.87892)  0.53
H (-6.34536, 0.00153, -2.31561)  0.45
H (-5.94591, -0.10964, 0.12227)  0.49
H (-3.81757, -0.98937, 0.97492)  0.46
H (1.24844, -2.91405, -0.89694)  0.40
H (2.08363, -4.61782, -2.46551)  0.52
H (0.49716, -5.88163, -3.88008)  0.48
H (-1.93394, -5.58311, -3.55526)  0.45
H (-2.77370, -3.93673, -1.95302)  0.61
C (3.99043, 2.04367, -0.20735)  -0.97
N (3.91166, 2.18595, -1.67288)  0.25
C (4.70207, 3.34378, -2.12531)  -0.86
C (2.48244, 2.21295, -2.16277)  -0.27
C (1.58503, 3.02048, -1.26017)  0.64
C (1.71695, 4.40581, -1.36720)  -0.74
C (1.12892, 5.26078, -0.45964)  -1.11
C (0.38816, 4.71050, 0.56832)  -1.26
C (0.16942, 3.34449, 0.60948)  -0.39
C (0.73437, 2.44302, -0.29472)  1.76
H (5.02726, 1.90561, 0.09138)  0.47
H (3.39401, 1.19130, 0.11660)  0.27
H (3.60275, 2.94507, 0.26562)  0.38
H (4.33133, 1.34599, -2.08541)  0.33
H (4.29659, 4.25609, -1.69477)  0.44
H (4.68115, 3.41543, -3.21132)  0.35
H (5.73577, 3.23801, -1.80409)  0.36
H (2.14215, 1.18404, -2.19141)  -0.89
H (2.48470, 2.61941, -3.17639)  0.67
H (2.28906, 4.81671, -2.18561)  0.69
H (1.26323, 6.32676, -0.54759)  0.47
H (-0.04671, 5.34505, 1.32145)  0.51
H (-0.46227, 2.98689, 1.40225)  0.43

Cartesian forces (eV/Å) of the 3 atoms listed first:
Tc 0.8906 0.7429 -0.4107
N -0.0252 0.0463 0.5541
C -0.0457 -0.0448 0.2751

## Properties
- Total charge: +2
- Lowest unoccupied orbital energy (spin up / spin down): -7.834 / -7.281 eV
- M: 867.7 g mol⁻¹
- HOMO energy (spin up / spin down): -13.1 / -13.1 eV
- Frontier orbital gap (spin up / spin down): 5.282 / 5.801 eV
- Multiplicity: 2


Entry 3:
Here is a cluster of 2 separate species, C2H2O2S in total from OMol25. Energies are from wB97M-V/def2-TZVPD.

Last column: Mulliken charge in e.
Cartesian coordinates (Å):
C (-0.37098, -0.92786, -1.57170)  -0.13
C (-0.33455, 0.42773, 0.88981)  0.38
O (-1.35488, 0.67994, 1.42577)  -0.37
O (0.92921, 0.69635, 1.23683)  -0.36
S (0.78149, -1.88195, -2.00531)  -0.14
H (-0.80615, -0.06215, -2.05913)  0.30
H (1.15587, 1.06793, 2.08374)  0.32

Cartesian forces (eV/Å) of the 3 atoms listed first:
C 0.7176 0.2559 0.2853
C 0.2922 0.3266 0.5122
O 0.2293 -0.0689 -0.0222

## Properties
- Total charge: 0
- Lowest unoccupied orbital energy (spin up / spin down): -1.105 / -0.434 eV
- M: 90.1 g mol⁻¹
- HOMO energy (spin up / spin down): -7.9 / -8.9 eV
- Frontier orbital gap (spin up / spin down): 6.836 / 8.507 eV
- Multiplicity: 1


Entry 4:
Here is a cluster of 2 separate species, C3H12N3 in total from OMol25. Energies are from wB97M-V/def2-TZVPD.

Last column: Mulliken charge in e.
Cartesian coordinates (Å):
C (-0.12245, -2.65948, -1.24334)  -0.45
N (1.02277, -1.86764, -0.83622)  -0.20
H (-0.27767, -2.80472, -2.33467)  0.34
H (-0.36894, -3.50997, -0.64258)  0.33
H (-0.57001, -1.70324, -0.86612)  0.13
H (1.89455, -2.40563, -0.98092)  0.27
C (0.30643, 2.72896, 0.45939)  -0.83
N (0.54133, 1.45972, 1.13156)  -0.28
C (-0.06909, 0.35176, 0.43082)  -0.40
N (-1.48665, 0.38883, 0.68081)  -0.52
H (0.69498, 3.57857, 1.06046)  0.30
H (0.76943, 2.79567, -0.54558)  0.30
H (-0.78463, 2.85579, 0.29827)  0.33
H (1.55583, 1.29093, 1.28576)  0.29
H (0.32121, -0.59871, 0.87004)  0.36
H (0.20151, 0.28115, -0.64251)  0.48
H (-1.99453, -0.36291, 0.20715)  0.27
H (-1.63408, 0.18094, 1.66767)  0.28

Cartesian forces (eV/Å) of the 3 atoms listed first:
C -0.1687 4.7810 1.5173
N 2.5615 -1.6815 -1.5763
H 0.3423 0.1335 0.3608

## Properties
- Total charge: +1
- Lowest unoccupied orbital energy: -8.982 eV
- M: 90.1 g mol⁻¹
- HOMO energy: -13.3 eV
- Frontier orbital gap: 4.367 eV
- Multiplicity: 1


Entry 5:
Here is a structure of composition C16H30HfN4 from OMol25. Energies are from wB97M-V/def2-TZVPD.

Last column: Mulliken charge in e.
Cartesian coordinates (Å):
Hf (-0.00457, -0.44798, -0.37174)  1.53
C (2.35917, 0.00135, 2.45596)  -0.70
C (0.84333, -0.07251, 2.71383)  -0.66
N (0.12029, -1.04163, 1.82989)  -0.48
C (-1.25720, -1.26177, 2.38565)  -0.63
C (-2.19056, -1.77376, 1.29716)  -0.87
N (-2.15261, -0.88746, 0.08517)  -0.35
C (-2.94764, 0.38340, 0.23542)  -0.60
C (-2.12493, 1.59872, 0.68509)  -0.26
C (-1.38412, 2.35338, -0.42538)  -0.71
N (-0.07622, 1.70579, -0.79107)  -0.35
C (1.03849, 2.26240, 0.04369)  -0.59
C (2.34395, 1.52894, -0.25228)  -0.80
N (2.18797, 0.04097, -0.11640)  -0.50
C (2.87502, -0.51171, 1.11484)  -0.90
H (2.87666, -0.59971, 3.20982)  0.41
H (2.68692, 1.02786, 2.63198)  0.29
H (0.36820, 0.91098, 2.61197)  0.31
H (0.69313, -0.35520, 3.76213)  0.66
H (0.62150, -1.93334, 1.96707)  0.41
H (-1.64106, -0.33380, 2.81988)  0.41
H (-1.23799, -1.99023, 3.20497)  0.52
H (-3.20887, -1.83126, 1.70231)  0.52
H (-1.90275, -2.79350, 1.00422)  0.38
H (-2.70121, -1.42945, -0.59299)  0.39
H (-3.76467, 0.21866, 0.94820)  0.50
H (-3.42423, 0.61613, -0.72388)  0.36
H (-1.44294, 1.35657, 1.50758)  -0.14
H (-2.84889, 2.30981, 1.10443)  0.42
H (-1.19610, 3.38297, -0.09318)  0.51
H (-2.01759, 2.42874, -1.31464)  0.37
H (0.13377, 2.02326, -1.74969)  0.45
H (0.76057, 2.19228, 1.10050)  0.26
H (1.19444, 3.32415, -0.18114)  0.53
H (3.11931, 1.89365, 0.42953)  0.53
H (2.67923, 1.78226, -1.26403)  0.47
H (2.78392, -0.34758, -0.85771)  0.37
H (3.93974, -0.25160, 1.08184)  0.51
H (2.83022, -1.60798, 1.05628)  0.45
C (-0.78870, -0.17354, -3.33901)  -0.50
C (-1.29836, -1.30579, -2.70090)  -0.47
C (-0.42624, -2.23755, -2.09350)  -0.44
C (0.97145, -2.03940, -2.18000)  -0.28
C (1.46939, -0.92284, -2.87716)  -0.49
C (0.59608, 0.01302, -3.43261)  -0.57
H (-1.45527, 0.47207, -3.90060)  0.59
H (-2.35031, -1.54585, -2.82747)  0.71
H (-0.80758, -3.21168, -1.78619)  0.60
H (1.64696, -2.85592, -1.92607)  0.57
H (2.52585, -0.86651, -3.12369)  0.67
H (0.98505, 0.80221, -4.06811)  0.60

Cartesian forces (eV/Å) of the 3 atoms listed first:
Hf 0.1690 -0.2873 -1.4641
C -0.1537 -0.1106 -0.0745
C 0.6168 0.5704 0.4179

## Properties
- Total charge: +4
- Lowest unoccupied orbital energy: -15.628 eV
- M: 456.9 g mol⁻¹
- HOMO energy: -24.7 eV
- Frontier orbital gap: 9.112 eV
- Multiplicity: 1


Entry 6:
Here is a structure of composition C11H12BaN2P from OMol25. Energies are from wB97M-V/def2-TZVPD.

Last column: Mulliken charge in e.
Cartesian coordinates (Å):
C (-2.72608, -2.44402, -1.80913)  -0.58
C (-1.99862, -3.17112, -2.79817)  -0.54
C (-1.57187, -2.24123, -3.79459)  -0.38
C (-2.08625, -0.95684, -3.46691)  -0.67
C (-2.76316, -1.06356, -2.21539)  -0.86
Ba (-1.14631, -0.19714, 0.75413)  0.73
P (-0.36167, -1.76067, 3.33637)  -0.33
H (-3.21781, -2.85839, -0.92128)  0.40
H (-1.78228, -4.24332, -2.78848)  0.37
H (-0.97820, -2.48812, -4.67672)  0.39
H (-3.31750, -0.26531, -1.70434)  0.65
H (-1.97871, -0.04556, -4.05793)  0.35
H (0.92566, -1.83949, 3.97448)  0.07
H (-0.79704, -3.07206, 3.74534)  0.08
H (-1.03153, -1.04345, 4.40821)  0.10
N (1.21422, 5.69370, 1.68992)  -0.59
C (1.47223, 4.57288, 1.46440)  0.10
C (1.76779, 3.18250, 1.17228)  0.16
C (3.04497, 2.63997, 1.34416)  -0.40
C (3.27142, 1.30523, 1.02362)  -0.40
C (2.21332, 0.53859, 0.55049)  -0.58
N (0.97842, 1.06336, 0.40524)  -0.69
C (0.74157, 2.36373, 0.70395)  0.23
H (3.85623, 3.27165, 1.71883)  0.39
H (4.25591, 0.85499, 1.12903)  0.35
H (2.30073, -0.51537, 0.27610)  0.36
H (-0.28542, 2.71906, 0.53638)  0.29

Cartesian forces (eV/Å) of the 3 atoms listed first:
C 0.3720 0.3140 -0.2427
C 0.1077 0.8630 0.1802
C -0.6487 0.0152 0.4021

## Properties
- Total charge: -1
- Lowest unoccupied orbital energy (spin up / spin down): 2.073 / 2.249 eV
- M: 340.5 g mol⁻¹
- HOMO energy (spin up / spin down): -2.5 / -1.5 eV
- Frontier orbital gap (spin up / spin down): 4.527 / 3.743 eV
- Multiplicity: 1